# 1
ORCA calculation (ωB97M-V/def2-TZVPD) on a cluster of 11 separate species, C73H61N9O4 in total at a distorted geometry.

The geometry in XYZ format:
```
147
Properties=species:S:1:pos:R:3:mulliken_charge:R:1
O 1.976 -0.692 -2.267 -0.8169
C 2.627 -1.369 -3.088 0.0907
C 2.155 -2.674 -3.555 0.5619
C 0.945 -3.160 -3.031 0.2742
C 0.481 -4.345 -3.569 -0.6451
C 1.254 -5.111 -4.466 -0.9558
C 2.489 -4.622 -4.863 -0.3612
C 2.964 -3.426 -4.423 0.0686
C 4.284 -2.876 -4.876 0.6287
O 4.945 -3.581 -5.596 -0.7036
C 4.736 -1.545 -4.502 0.1605
C 5.954 -1.116 -4.962 -0.7958
C 6.387 0.171 -4.557 -0.4506
C 5.662 0.888 -3.653 -0.7052
C 4.466 0.405 -3.146 -0.4364
C 3.976 -0.840 -3.556 0.7260
H 0.312 -2.663 -2.327 0.1617
H -0.492 -4.748 -3.309 0.4459
H 0.898 -6.082 -4.846 0.4104
H 3.156 -5.212 -5.506 0.4633
H 6.565 -1.796 -5.569 0.4651
H 7.370 0.529 -4.839 0.3878
H 6.078 1.885 -3.332 0.3327
H 3.840 0.972 -2.459 0.4915
O 2.959 -1.051 1.824 -0.7514
C 3.136 -2.103 1.169 1.2779
C 4.517 -2.358 0.612 0.1994
C 5.609 -1.459 0.795 -0.8115
C 6.788 -1.684 0.182 -0.7897
C 6.967 -2.794 -0.660 -0.4351
C 5.934 -3.692 -0.917 -0.8737
C 4.698 -3.411 -0.296 0.7851
C 3.562 -4.332 -0.665 0.4556
O 3.713 -5.166 -1.516 -0.6922
C 2.305 -4.192 0.041 -0.1185
C 1.268 -5.094 -0.277 -1.1025
C -0.006 -4.833 0.251 -1.0703
C -0.147 -3.876 1.203 0.4677
C 0.916 -3.092 1.660 -0.8123
C 2.099 -3.184 0.973 0.4478
H 5.455 -0.708 1.497 0.7007
H 7.662 -1.063 0.312 0.4384
H 7.905 -3.002 -1.121 0.4602
H 6.040 -4.570 -1.522 0.5546
H 1.444 -5.934 -0.943 0.4649
H -0.845 -5.435 -0.029 0.3561
H -1.148 -3.672 1.591 0.4310
H 0.721 -2.310 2.454 0.3728
C -0.631 5.145 -2.884 -0.2932
C -1.521 5.895 -2.145 -0.1642
C -1.133 6.772 -1.222 -0.2345
N 0.167 6.912 -0.892 -0.4981
C 1.036 6.155 -1.532 -0.2241
C 0.685 5.352 -2.545 -0.2873
H -0.862 4.481 -3.727 0.4424
H -2.584 5.689 -2.255 0.2682
H -1.809 7.412 -0.612 0.3626
H 2.144 6.308 -1.244 0.2423
H 1.385 4.832 -3.184 0.3709
C -4.987 -2.480 -1.716 -0.3393
C -5.062 -3.757 -1.273 -0.5982
C -3.856 -4.426 -0.963 -0.7605
N -2.667 -3.819 -1.031 0.3542
C -2.598 -2.578 -1.416 -0.4489
C -3.734 -1.870 -1.745 -0.7624
H -5.823 -1.872 -1.858 0.5694
H -5.969 -4.365 -1.217 0.4272
H -3.863 -5.470 -0.756 0.5063
H -1.630 -2.134 -1.417 0.9345
H -3.681 -0.785 -1.972 0.1360
C -1.248 -1.732 -6.697 -0.2758
C -0.702 -0.621 -6.076 -0.6232
C -0.998 -0.460 -4.756 -0.2830
N -1.941 -1.207 -4.120 0.1380
C -2.511 -2.180 -4.761 0.1436
C -2.157 -2.541 -6.067 -0.9229
H -0.886 -2.047 -7.690 0.3323
H -0.004 0.094 -6.553 0.3973
H -0.607 0.350 -4.175 0.4523
H -3.311 -2.767 -4.311 0.2001
H -2.686 -3.315 -6.641 0.4295
C -0.257 0.405 1.215 0.6829
C -1.319 1.028 1.849 1.4959
C -1.977 2.123 1.161 -1.7628
N -1.668 2.445 -0.097 0.1600
C -0.700 1.744 -0.687 -1.5491
C 0.058 0.755 -0.102 -0.2951
H 0.397 -0.258 1.784 -0.1973
H -1.619 0.678 2.826 -0.1898
H -2.820 2.655 1.606 0.4025
H -0.507 2.089 -1.693 0.5839
H 0.773 0.225 -0.727 0.8714
C -5.169 2.647 0.031 -0.3019
C -5.129 4.024 0.190 -0.1120
C -5.191 4.812 -0.951 -0.3461
N -5.319 4.342 -2.163 -0.6478
C -5.216 2.980 -2.338 -0.5921
C -5.187 2.100 -1.242 0.0833
H -5.084 1.961 0.930 0.3220
H -5.085 4.499 1.180 0.4322
H -5.168 5.917 -0.828 0.3620
H -5.216 2.590 -3.303 0.4630
H -5.176 1.022 -1.363 0.4043
C 2.616 -0.121 5.778 -0.7706
C 1.586 0.529 5.010 -0.7521
C 0.295 0.289 5.440 0.4819
N 0.005 -0.399 6.512 -0.4058
C 0.957 -0.979 7.246 -0.5047
C 2.274 -0.859 6.908 -0.4881
H 3.641 0.105 5.469 0.4142
H 1.753 1.093 4.149 0.8101
H -0.593 0.571 4.789 0.2864
H 0.682 -1.582 8.105 0.3853
H 3.044 -1.232 7.533 0.4638
C -1.546 3.544 5.533 -0.3722
C -2.595 2.608 5.553 -0.2762
C -3.694 2.860 4.767 -0.3385
N -3.875 3.880 3.928 -0.5244
C -2.845 4.674 3.819 -0.2634
C -1.682 4.587 4.555 -0.4526
H -0.760 3.431 6.324 0.4289
H -2.433 1.705 6.172 0.5085
H -4.460 2.054 4.775 0.3050
H -2.999 5.405 3.059 0.4686
H -0.893 5.333 4.399 0.5546
C -2.746 -3.503 3.377 -0.4643
C -3.763 -3.353 2.511 -0.3498
C -4.251 -2.007 2.375 -0.2633
N -3.871 -0.956 3.099 -0.3163
C -2.969 -1.188 4.012 -0.2148
C -2.347 -2.435 4.125 -0.4365
H -2.248 -4.423 3.465 0.4476
H -4.248 -4.128 1.930 0.4286
H -5.038 -1.845 1.641 0.3902
H -2.762 -0.458 4.826 0.4248
H -1.451 -2.542 4.750 0.4288
C 0.818 4.508 2.204 -0.6617
C 0.949 5.843 2.488 -0.1566
C 1.345 6.195 3.749 -0.6146
N 1.758 5.365 4.691 -0.5606
C 1.667 4.064 4.401 -0.5801
C 1.169 3.581 3.190 0.6593
H 0.441 4.240 1.284 0.9878
H 0.671 6.638 1.720 0.2712
H 1.429 7.245 4.020 0.3238
H 2.112 3.390 5.144 0.4787
H 0.901 2.545 3.033 -0.1956
```

Output
charge: 0
lowest unoccupied orbital energy: -1.16 eV
orbital gap: 8.02 eV
multiplicity: 1
structure (SMILES): O=C1c2ccccc2C(=O)c2ccccc21.O=C1c2ccccc2C(=O)c2ccccc21.c1ccncc1.c1ccncc1.c1ccncc1.c1ccncc1.c1ccncc1.c1ccncc1.c1ccncc1.c1ccncc1.c1ccncc1


# 2
ORCA calculation (ωB97M-V/def2-TZVPD) on a structure of composition C8H32N2O7 at a distorted geometry.

The geometry in XYZ format:
```
49
Properties=species:S:1:pos:R:3:mulliken_charge:R:1
C -3.852 5.397 0.707 -1.5632
C -3.558 3.912 0.731 0.6603
C -2.141 3.594 0.221 -0.6623
O -1.985 2.194 0.185 -0.3090
C -0.714 1.812 -0.453 -0.6876
N -3.673 3.467 2.108 -0.7731
H -4.788 5.737 1.149 0.4107
H -3.880 5.780 -0.313 0.3788
H -3.136 5.999 1.266 0.3405
H -4.270 3.367 0.112 0.2376
H -1.494 4.130 0.916 0.2285
H -2.161 4.047 -0.770 0.2776
H -0.618 0.726 -0.447 0.2278
H 0.109 2.212 0.140 0.1875
H -0.682 2.227 -1.460 0.3255
H -3.190 3.957 2.847 0.2600
H -3.148 2.608 2.027 0.2904
C 2.641 -1.760 1.328 -1.9192
C 3.622 -2.076 0.165 0.9103
C 2.912 -2.368 -1.134 -1.1904
O 2.443 -3.692 -1.172 -0.5007
C 1.790 -3.946 -2.456 -0.8294
N 4.424 -0.887 -0.109 -0.7919
H 1.825 -1.115 1.003 0.6192
H 3.110 -1.085 2.044 0.4931
H 2.135 -2.623 1.759 0.3818
H 4.380 -2.847 0.304 0.3556
H 3.574 -2.145 -1.971 0.6277
H 2.135 -1.618 -1.288 0.3086
H 1.227 -3.101 -2.853 0.2920
H 1.167 -4.836 -2.370 0.2878
H 2.521 -4.085 -3.253 0.3472
H 5.269 -1.007 0.431 0.3063
H 3.999 -0.125 0.399 0.2648
O 0.213 -0.447 -0.085 -0.6230
H -0.688 -0.732 0.069 0.1347
H 0.716 -1.259 -0.142 0.3303
O 0.616 -2.674 0.137 -0.5299
H 0.031 -3.425 0.233 0.2671
H 1.439 -3.049 -0.178 0.4129
O -1.863 -1.576 -0.136 -0.5856
H -1.606 -2.357 -0.626 0.3296
H -2.818 -1.624 -0.090 0.2842
O -1.187 -2.526 1.924 -0.6444
H -1.128 -2.222 1.019 0.4732
H -2.105 -2.774 2.034 0.2129
O 0.541 1.186 -1.480 -0.6383
H 0.348 0.403 -0.965 0.5415
H 1.497 1.226 -1.506 0.2418
```

Output
charge: 0
lowest unoccupied orbital energy: -0.31 eV
orbital gap: 7.81 eV
energy above the lowest of the compared OMol25 structures with the same formula, charge and spin: 942.7 kJ/mol
multiplicity: 1


# 3
ORCA calculation (ωB97M-V/def2-TZVPD) on a structure of composition C10H7BeN3O2S at a distorted geometry.

The geometry in XYZ format:
```
24
Properties=species:S:1:pos:R:3:mulliken_charge:R:1
O -0.289 2.357 -3.733 -0.3381
C 0.045 1.149 -3.590 0.7365
N 0.344 -0.161 -3.511 -0.5255
C -0.249 -0.573 -2.183 0.1591
C 0.571 -0.050 -0.883 -0.5865
C -0.011 -0.398 0.542 0.7859
C 0.583 0.040 1.964 -0.4632
C 1.956 1.073 1.676 -0.0326
C 1.830 2.601 2.414 -0.6489
O 1.678 2.309 0.823 -0.3341
C -1.358 -1.294 0.581 0.2097
N -2.082 -1.765 1.773 -0.4169
S -3.450 -2.683 1.220 0.4291
N -3.366 -2.628 -0.522 -0.4752
C -2.150 -1.829 -0.691 0.4299
C -1.571 -1.438 -2.123 -0.3814
H 1.539 0.562 -0.977 0.4302
H -0.103 0.759 2.554 0.3704
H 0.991 -0.817 2.613 0.3770
H 3.057 0.555 1.643 0.2755
H 0.796 3.137 2.348 0.3133
H 2.679 3.368 2.234 0.3560
H -2.046 -1.772 -3.134 0.4343
Be 0.604 -2.502 -1.040 0.8956
```

Output
charge: +2
lowest unoccupied orbital energy: -11.99 eV
orbital gap: 4.14 eV
multiplicity: 1


# 4
ORCA calculation (ωB97M-V/def2-TZVPD) on a cluster of 2 separate species, C2HBrFOS2 in total at a distorted geometry.

The geometry in XYZ format:
```
8
Properties=species:S:1:pos:R:3:mulliken_charge:R:1
C 1.438 -0.883 -1.218 0.4577
C 0.063 -0.458 -1.100 -0.2542
O 2.274 -1.680 -1.051 -0.4929
F -2.036 -2.059 -2.757 -0.4383
S 1.286 0.542 -2.302 -0.2890
S -1.531 -0.851 -1.500 0.1140
Br -0.320 1.059 1.805 -0.3287
H 0.103 0.031 0.820 0.2315
```

Output
charge: -1
lowest unoccupied orbital energy: 3.24 eV
orbital gap: 7.77 eV
energy above the lowest of the compared OMol25 structures with the same formula, charge and spin: 140.4 kJ/mol
multiplicity: 1


# 5
ORCA calculation (ωB97M-V/def2-TZVPD) on a structure of composition C11H21BrN5O3STc at a distorted geometry.

The geometry in XYZ format:
```
43
Properties=species:S:1:pos:R:3:lowdin_spin:R:1
Tc 1.131 -0.554 -0.005 0.9509
N 2.844 -0.068 3.790 -0.0001
C 2.590 -0.257 2.499 0.0000
O 1.492 -0.696 2.118 0.0002
C 3.658 0.086 1.499 0.0011
C 3.317 -0.579 0.173 -0.0202
H 2.141 -0.279 4.482 0.0000
H 3.744 0.267 4.093 0.0000
H 4.638 -0.222 1.867 -0.0004
H 3.660 1.173 1.385 0.0002
H 3.708 -1.597 0.165 0.0025
H 3.749 -0.035 -0.666 0.0003
C 1.473 3.765 -0.101 0.0001
C 0.726 2.457 -0.191 0.0063
O -0.363 2.398 -0.770 0.0020
O 1.281 1.442 0.348 0.0539
H 0.943 4.441 0.568 0.0002
H 1.492 4.220 -1.087 -0.0002
H 2.485 3.611 0.258 0.0002
Br 1.204 -2.910 -0.598 0.0142
N -1.116 -1.567 -2.718 -0.0015
C -0.542 -0.422 -3.076 -0.0037
N -1.086 0.336 -4.023 -0.0014
S 0.892 0.149 -2.350 -0.0205
H -1.898 -1.940 -3.234 0.0000
H -0.600 -2.217 -2.133 0.0011
H -1.883 0.028 -4.555 -0.0001
H -0.674 1.229 -4.245 -0.0001
C -4.113 0.913 -0.523 0.0008
C -3.087 -0.015 0.004 0.0049
C -3.186 -1.256 0.611 0.0007
C -1.875 -1.661 0.882 0.0038
N -1.035 -0.722 0.432 -0.0001
N -1.781 0.265 -0.087 0.0026
C -1.431 -2.904 1.560 0.0009
H -5.074 0.728 -0.054 0.0000
H -4.219 0.773 -1.598 0.0003
H -3.820 1.945 -0.346 0.0001
H -4.084 -1.792 0.838 0.0000
H -1.331 1.150 -0.405 0.0004
H -2.121 -3.158 2.362 0.0002
H -0.431 -2.781 1.967 -0.0001
H -1.420 -3.743 0.865 0.0006
```

Output
charge: +1
lowest unoccupied orbital energy (spin up / spin down): -5.38 / -4.80 eV
orbital gap (spin up / spin down): 6.34 / 6.67 eV
energy above the lowest of the compared OMol25 structures with the same formula, charge and spin: 0.0 kJ/mol
multiplicity: 2


What did the second record say?
ORCA calculation (ωB97M-V/def2-TZVPD) on a structure of composition C8H32N2O7 at a distorted geometry.

The geometry in XYZ format:
```
49
Properties=species:S:1:pos:R:3:mulliken_charge:R:1
C -3.852 5.397 0.707 -1.5632
C -3.558 3.912 0.731 0.6603
C -2.141 3.594 0.221 -0.6623
O -1.985 2.194 0.185 -0.3090
C -0.714 1.812 -0.453 -0.6876
N -3.673 3.467 2.108 -0.7731
H -4.788 5.737 1.149 0.4107
H -3.880 5.780 -0.313 0.3788
H -3.136 5.999 1.266 0.3405
H -4.270 3.367 0.112 0.2376
H -1.494 4.130 0.916 0.2285
H -2.161 4.047 -0.770 0.2776
H -0.618 0.726 -0.447 0.2278
H 0.109 2.212 0.140 0.1875
H -0.682 2.227 -1.460 0.3255
H -3.190 3.957 2.847 0.2600
H -3.148 2.608 2.027 0.2904
C 2.641 -1.760 1.328 -1.9192
C 3.622 -2.076 0.165 0.9103
C 2.912 -2.368 -1.134 -1.1904
O 2.443 -3.692 -1.172 -0.5007
C 1.790 -3.946 -2.456 -0.8294
N 4.424 -0.887 -0.109 -0.7919
H 1.825 -1.115 1.003 0.6192
H 3.110 -1.085 2.044 0.4931
H 2.135 -2.623 1.759 0.3818
H 4.380 -2.847 0.304 0.3556
H 3.574 -2.145 -1.971 0.6277
H 2.135 -1.618 -1.288 0.3086
H 1.227 -3.101 -2.853 0.2920
H 1.167 -4.836 -2.370 0.2878
H 2.521 -4.085 -3.253 0.3472
H 5.269 -1.007 0.431 0.3063
H 3.999 -0.125 0.399 0.2648
O 0.213 -0.447 -0.085 -0.6230
H -0.688 -0.732 0.069 0.1347
H 0.716 -1.259 -0.142 0.3303
O 0.616 -2.674 0.137 -0.5299
H 0.031 -3.425 0.233 0.2671
H 1.439 -3.049 -0.178 0.4129
O -1.863 -1.576 -0.136 -0.5856
H -1.606 -2.357 -0.626 0.3296
H -2.818 -1.624 -0.090 0.2842
O -1.187 -2.526 1.924 -0.6444
H -1.128 -2.222 1.019 0.4732
H -2.105 -2.774 2.034 0.2129
O 0.541 1.186 -1.480 -0.6383
H 0.348 0.403 -0.965 0.5415
H 1.497 1.226 -1.506 0.2418
```

Output
charge: 0
lowest unoccupied orbital energy: -0.31 eV
orbital gap: 7.81 eV
energy above the lowest of the compared OMol25 structures with the same formula, charge and spin: 942.7 kJ/mol
multiplicity: 1